171
Properties=species:S:1:pos:R:3:forces:R:3:mulliken_charge:R:1 method="wB97M-V/def2-TZVPD" e_lumo_ev=-0.47 homo_lumo_gap_ev=7.4453 energy_ev=-100491.9367 e_above_lowest_kcal_mol=0.0 smiles="CCOCC1=CC(=O)c2cc(N=C(C)C)c(CCCOC)c(O)c2C1=O.CN(C)C=O.CN(C)C=O.CN(C)C=O.CN(C)C=O.CN(C)C=O.CN(C)C=O.CN(C)C=O.CN(C)C=O.CN(C)C=O.CN(C)C=O"
O -1.2528 5.7290 -1.9989 0.6 0.1 0.0 -0.666
O -5.9728 9.9311 -6.8306 0.0 0.2 -0.2 -0.641
O -2.9371 0.2133 -1.4288 0.6 1.4 0.9 -0.624
O -1.8927 7.3165 0.5841 0.1 0.0 -0.2 -0.743
O -3.8249 4.9482 -1.4629 0.8 -1.4 1.1 -0.499
O 2.0921 7.6562 -0.3765 -0.2 0.1 -0.2 -0.546
O -3.5760 4.6126 2.1931 -0.4 0.0 -0.2 -0.322
O -1.4200 -5.4443 4.8727 -0.2 0.2 0.0 -0.575
O 3.6720 -5.7901 2.6895 -0.2 -0.1 0.1 -0.664
O 5.4127 -4.7414 -2.4555 0.1 0.1 -0.3 -0.605
O 7.0492 -6.6974 0.7417 0.1 -0.5 -0.2 -0.711
O 0.5364 -8.4851 7.9236 0.0 -0.1 -0.1 -0.650
O -3.7603 -11.8022 3.4166 0.1 0.0 -0.1 -0.592
O -5.0102 9.6725 -2.5528 -0.1 -0.1 0.1 -0.600
O 5.0216 -0.8854 -0.0556 0.1 -0.1 0.1 -0.594
N -2.7302 -11.5061 1.4114 0.1 0.1 -0.1 0.118
N -1.9786 -3.2651 4.5189 -0.1 0.1 0.0 0.154
N -5.8530 11.9824 -7.7896 0.0 0.2 -0.1 0.127
N 2.7987 -6.0316 4.7688 0.0 0.0 0.1 0.241
N -0.0380 -9.9354 6.2680 0.0 0.0 -0.1 0.130
N -3.2704 9.1080 0.8426 0.0 0.1 0.1 0.210
N 1.7112 2.0868 -2.8005 -1.1 -1.7 0.5 -0.670
N 5.2113 -2.9877 0.7806 0.0 -0.1 0.1 0.269
N 6.7651 -3.7939 -4.0127 0.1 0.1 -0.2 0.108
N 6.3914 -8.0905 -0.9276 0.0 -0.2 -0.1 0.118
N -6.1874 8.0714 -3.6540 -0.2 -0.2 0.0 0.185
C -0.4625 1.7481 -1.9472 -0.3 -3.1 0.2 -1.062
C 5.6266 -1.7386 0.5895 0.1 0.2 -0.1 0.044
C 7.6805 -4.9240 -3.9945 -0.2 0.0 0.2 -0.843
C 0.2338 3.9316 -2.3771 1.0 2.4 -0.7 0.201
C 1.2663 6.7527 -1.0834 0.0 0.0 -0.3 -0.035
C -2.2602 4.1393 2.3708 0.5 0.7 0.3 0.634
C -2.9597 -2.3134 4.0324 0.2 0.0 0.1 -1.019
C 7.0425 -2.6714 -4.8901 0.1 -0.2 0.1 -0.937
C -2.9486 7.8188 0.9516 -0.3 -0.4 0.1 0.254
C -6.4950 10.8660 -7.4168 0.0 -0.2 0.1 0.164
C -2.1981 -4.5889 4.4828 -0.1 -0.3 0.0 0.083
C -0.7235 -2.7688 5.0625 -0.1 -0.2 0.0 -0.763
C -4.4355 12.1050 -7.4821 -0.1 -0.2 0.1 -0.920
C 1.4326 -5.9187 4.2756 0.5 -0.1 -0.1 -0.999
C -3.4322 1.9234 0.1491 0.1 -0.8 0.1 -0.455
C -5.6598 9.2943 -3.5199 0.1 0.3 0.1 0.154
C -6.5233 13.0643 -8.4850 0.2 -0.1 0.1 -0.916
C -4.5459 9.6182 1.3063 0.2 0.1 -0.1 -1.003
C -0.9637 4.3965 -1.9522 -0.6 1.8 -0.3 0.132
C -1.6683 4.7782 3.6151 -0.2 -0.3 -0.3 -1.338
C -2.3205 10.0239 0.2388 0.1 -0.1 -0.1 -0.984
C -1.6259 2.2208 -1.5050 -1.7 -2.2 0.9 1.152
C 0.0979 -8.7131 6.8086 0.0 0.3 0.1 0.370
C 3.9455 -3.4037 0.1980 0.0 0.2 0.0 -0.720
C -0.5668 -10.1261 4.9305 0.1 -0.3 0.2 -1.039
C -6.9492 7.6892 -4.8298 0.0 -0.1 0.3 -0.685
C -3.6805 3.2145 0.1709 -0.1 0.4 0.3 0.597
C -5.9892 7.0967 -2.5887 0.2 0.3 0.0 -0.906
C 2.9402 0.1115 -2.2701 1.7 0.4 -0.8 -1.039
C 0.4621 2.6045 -2.3660 4.3 0.9 -1.0 0.598
C 0.3574 -11.0950 7.0496 0.0 0.2 0.1 -0.980
C -2.6789 1.3307 -0.9731 -0.5 -1.8 -0.8 -0.313
C -3.1920 4.0020 -0.9833 -0.8 1.6 -1.0 0.471
C -2.1741 -12.8494 1.4260 -0.1 0.1 0.2 -0.932
C 5.9782 -3.9637 1.5491 -0.1 0.2 -0.3 -0.428
C 6.5692 -6.8811 -0.3686 0.0 0.4 0.1 0.545
C 2.7946 1.9843 -0.5870 -0.9 -0.9 0.5 -1.082
C 5.8129 -8.2419 -2.2478 0.1 -0.1 0.2 -0.778
C 2.4275 1.4568 -1.9345 -0.1 0.6 -0.6 0.813
C -3.4937 -11.1149 2.4480 -0.2 0.1 0.2 0.119
C 5.6902 -3.8238 -3.2141 -0.2 0.1 0.2 0.307
C -1.8889 3.5254 -1.5034 -2.4 2.0 0.8 0.539
C 3.0148 -6.2282 6.1920 -0.2 0.0 -0.2 -0.799
C 2.0199 5.6074 -1.6802 -0.1 0.3 -0.6 -0.389
C 3.8086 -5.9592 3.8915 0.1 0.0 -0.1 0.103
C 1.1753 8.4221 0.3829 0.5 -0.3 0.8 -0.445
C 6.7897 -9.2722 -0.1825 0.0 0.2 0.1 -0.958
C -4.3964 3.8748 1.2929 -0.3 0.5 0.1 -1.241
C -2.4472 -10.6342 0.2876 0.1 -0.3 0.1 -0.924
C 1.2494 4.9399 -2.8315 -0.2 -0.3 0.6 -1.297
H 0.9568 7.8609 1.2876 -0.3 -0.1 0.3 0.257
H -2.4837 5.0769 4.2548 -0.1 0.2 0.4 0.311
H -0.7103 -1.6831 5.0190 0.0 0.0 0.0 0.383
H 1.2421 -6.7111 3.5502 -0.1 0.0 0.0 0.296
H 0.5117 6.3690 -0.4147 -0.3 -0.2 0.5 -0.053
H -4.3834 10.3788 2.0746 -0.1 0.0 0.0 0.385
H -1.5414 -12.9806 2.3042 0.0 -0.1 0.0 0.258
H -1.6624 4.4811 1.5337 0.2 -0.3 -0.5 -0.255
H 2.1980 4.9144 -0.8834 0.5 -0.7 0.3 0.195
H -3.7445 7.2163 1.4181 0.1 -0.1 0.0 0.033
H 2.5970 -5.3868 6.7471 0.0 -0.1 0.1 0.287
H -6.4643 6.8431 -5.3203 -0.1 0.0 -0.1 0.309
H -2.1932 3.0649 2.4778 -0.3 -0.4 -0.2 0.325
H 1.9327 4.4495 -3.5018 0.3 -0.1 -0.3 0.567
H -3.1821 -4.8481 4.0570 0.0 0.0 0.0 0.262
H -3.8821 11.2932 -7.9534 0.1 0.0 0.0 0.295
H 8.0836 -5.0599 -2.9902 0.0 0.0 0.0 0.277
H 0.2420 8.5312 -0.1443 -0.3 0.4 -0.2 0.061
H -6.4738 6.1597 -2.8479 0.0 0.0 -0.1 0.383
H 7.8553 -9.2280 0.0453 0.0 -0.1 0.0 0.298
H -7.5716 12.8192 -8.6379 0.0 0.0 0.0 0.294
H 4.8033 -6.0717 4.3585 0.0 0.0 0.0 0.294
H 3.5055 2.7884 -0.6557 0.2 0.4 -0.2 0.269
H 3.2330 1.1830 -0.0151 0.3 -0.2 0.3 0.313
H 3.8465 -0.1457 -1.7389 0.1 -0.1 0.3 0.320
H -0.6129 -3.0936 6.0976 0.1 0.0 0.0 0.285
H 4.0789 -6.3029 6.4057 0.0 0.0 -0.1 0.313
H -0.2323 -7.9044 6.1329 0.0 0.0 0.0 0.164
H 3.7572 -4.4432 0.4473 0.0 0.0 0.1 0.240
H 0.6704 5.6881 -3.3481 0.2 0.4 -0.5 0.590
H 5.0602 -2.9227 -3.2970 0.0 0.0 0.0 0.050
H -0.8144 -9.1671 4.4798 0.0 0.1 0.1 0.273
H -5.1404 8.8113 1.7271 0.0 -0.1 0.0 0.305
H 7.0696 -3.0083 -5.9279 0.0 0.1 0.0 0.350
H 6.5802 -10.1630 -0.7693 0.0 0.0 -0.1 0.393
H -6.4099 7.4812 -1.6575 0.0 -0.1 0.0 0.291
H -4.2820 12.0406 -6.4049 0.1 0.0 0.0 0.279
H 7.1518 -5.8352 -4.2764 0.1 0.0 0.0 0.258
H 2.5221 -7.1476 6.5097 0.0 0.1 0.2 0.254
H 1.3013 -4.9610 3.7746 -0.1 0.0 -0.1 0.183
H -6.4569 13.9821 -7.8981 -0.1 0.0 -0.1 0.347
H 6.5219 -8.7451 -2.9110 -0.1 0.0 -0.1 0.323
H 5.3765 -4.3104 2.3818 0.0 -0.1 0.0 0.016
H -6.0540 13.2301 -9.4563 -0.1 0.1 0.0 0.338
H -7.9596 7.3994 -4.5287 0.0 -0.1 -0.1 0.332
H 6.2424 -4.8148 0.9185 0.0 0.2 0.3 0.208
H -3.8379 -2.8368 3.6609 0.0 0.0 0.0 0.281
H 0.7311 -5.9981 5.0939 0.0 0.0 0.1 0.461
H -2.9332 -9.6718 0.4287 0.0 0.0 0.0 0.296
H 1.4134 -11.0241 7.3120 0.0 -0.1 0.0 0.295
H 2.2000 -0.6479 -2.0611 -0.4 -0.1 0.1 0.254
H -1.0420 4.0624 4.1196 0.2 -0.3 0.4 0.407
H -1.4674 -10.7424 4.9719 0.0 0.0 -0.1 0.489
H 3.1691 0.1243 -3.3252 -0.2 -0.3 -0.5 0.404
H -2.8162 -11.0838 -0.6362 0.0 0.1 -0.1 0.343
H 8.4946 -4.7469 -4.6914 0.0 0.0 0.0 0.376
H -3.8677 -10.0808 2.3441 0.0 0.0 0.0 0.298
H 4.8996 -8.8382 -2.1892 0.0 0.0 -0.1 0.356
H -7.5637 10.8653 -7.6923 0.0 0.0 0.0 0.250
H 0.1129 -3.1647 4.4897 0.1 0.0 0.0 0.142
H -0.2201 -11.1352 7.9732 0.0 -0.1 0.0 0.304
H 6.6015 -1.5292 1.0611 0.0 0.0 0.0 0.245
H -1.3905 10.0246 0.8085 0.0 0.0 0.0 0.308
H 0.7186 7.2825 -1.8551 -0.1 0.3 -0.3 0.313
H -5.0892 4.5811 0.8574 -0.2 0.4 0.0 0.290
H -1.5861 -13.0116 0.5268 0.0 0.0 0.0 0.391
H 8.0069 -2.2295 -4.6347 0.0 0.1 -0.1 0.352
H 6.2432 -9.3190 0.7599 0.0 -0.1 0.0 0.271
H -2.7384 11.0264 0.2247 -0.1 0.0 0.0 0.415
H -4.9941 3.1602 1.8476 0.0 -0.4 0.2 0.340
H 1.5926 9.3649 0.7009 0.3 0.4 -0.3 0.425
H 3.1378 -2.7815 0.5885 0.0 0.0 0.0 0.353
H 3.9783 -3.2861 -0.8841 0.0 0.0 0.0 0.026
H -1.0336 5.6103 3.3702 0.0 0.6 -0.1 0.242
H -2.5312 -1.7216 3.2215 -0.1 0.0 0.0 0.410
H -4.0639 13.0587 -7.8462 0.0 0.0 0.0 0.375
H 0.1850 -12.0001 6.4736 0.0 0.0 0.0 0.374
H -4.9256 6.9244 -2.4387 0.0 -0.1 0.1 0.256
H -5.0908 10.0580 0.4730 -0.1 0.0 -0.1 0.329
H 6.8931 -3.5086 1.9270 0.0 0.1 -0.1 0.306
H -2.0989 9.7073 -0.7811 0.0 0.1 0.0 0.285
H -1.3706 -10.4762 0.1989 0.0 0.1 -0.1 0.336
H -1.4640 6.0385 -1.1046 -0.4 0.3 0.0 -0.225
H 6.2695 -1.9142 -4.7851 0.0 0.0 0.0 0.272
H 0.1807 -10.6280 4.3110 -0.1 0.0 -0.1 0.310
H 5.5712 -7.2643 -2.6591 0.0 0.1 0.1 0.153
H -3.7357 1.2823 0.9547 -0.3 -0.4 0.1 0.554
H 2.9522 5.9918 -2.0697 0.4 0.0 0.0 0.272
H -0.2938 0.6904 -1.9505 0.1 -0.4 -0.1 0.649
H -5.8648 9.9474 -4.3805 0.0 0.0 0.0 0.179
H -2.9778 -13.5841 1.4741 0.0 -0.1 0.0 0.303
H -7.0070 8.5169 -5.5321 0.1 0.0 0.1 0.120
H 6.2390 -6.0453 -1.0092 0.0 -0.2 0.1 0.007
H 1.8985 2.2843 -0.0639 -0.2 0.6 0.3 0.308
H -3.2628 -1.6426 4.8384 -0.1 0.0 0.0 0.336